1.
The ion C15H19N2 with charge +1, computed with ωB97M-V with the def2-TZVPD basis set.

Geometry (Å):
N 0.745 1.331 -0.904
N 0.119 0.055 -1.072
C -1.924 -2.447 -0.866
C -1.638 2.666 2.237
C -1.471 -0.039 -0.487
C -2.339 3.683 1.543
C -1.982 -4.144 0.871
C -1.489 -1.808 1.415
C -2.606 3.508 0.179
C -1.673 -3.154 1.813
C 1.170 -1.026 -1.001
C 2.117 1.558 -0.445
C -2.249 2.317 -0.443
C -1.550 -1.473 0.064
C -1.174 1.498 1.577
C -2.132 -3.775 -0.474
C -1.592 1.282 0.264
H -1.389 -1.029 2.172
H -2.578 4.648 2.016
H -2.161 0.009 -1.376
H 2.221 1.653 0.687
H 2.742 0.698 -0.802
H -0.358 0.131 -2.054
H -2.426 -4.514 -1.212
H 1.426 -1.445 -2.047
H -2.142 -2.119 -1.886
H 2.442 2.487 -0.985
H -2.543 2.097 -1.474
H -2.039 -5.207 1.160
H -0.539 0.731 2.073
H 0.107 2.021 -0.553
H -3.125 4.287 -0.388
H -1.593 -3.429 2.874
H 0.720 -1.837 -0.389
H -1.467 2.785 3.316
H 2.093 -0.543 -0.490

Output
- Net charge: +1
- 2S+1: 1
- Relative energy (zero: lowest compared OMol25 entry of this formula, charge and spin): 58.70 kcal per mole
- Electronic energy: -18833.8384 eV

***

2.
An isolated molecule of C15H19N3O4S, computed with ωB97M-V with the def2-TZVPD basis set.

Geometry (Å):
S 0.199 1.168 -0.955
O 3.511 3.988 -0.093
O 2.750 -1.691 1.253
O 4.406 -2.220 -1.059
O -4.628 -0.790 -0.976
N -0.792 2.777 0.781
N 1.435 3.274 0.362
N -1.791 1.977 0.434
C 1.899 -1.390 2.332
C 3.959 1.337 -1.354
C -6.460 -0.827 0.674
C -2.419 0.074 -0.987
C 2.743 0.637 0.596
C 0.320 2.514 0.181
C 3.127 -0.680 0.408
C 2.750 3.051 -0.027
C -1.494 1.091 -0.439
C -3.828 0.227 -0.417
C 3.939 -0.999 -0.703
C 4.339 0.029 -1.557
C 3.134 1.647 -0.282
C 4.116 -3.383 -0.315
C -6.014 -0.628 -0.772
H -7.546 -0.828 0.720
H -6.474 -1.387 -1.410
H -6.088 -0.028 1.311
H 2.371 -0.703 3.042
H -3.788 0.152 0.677
H -4.227 1.218 -0.676
H -2.048 -0.928 -0.755
H 0.947 -0.970 1.992
H 2.140 0.902 1.451
H -2.457 0.157 -2.076
H 1.251 4.204 0.725
H 4.628 -4.188 -0.842
H 3.045 -3.589 -0.288
H 4.966 -0.243 -2.391
H -6.328 0.367 -1.124
H 4.498 -3.315 0.706
H 1.714 -2.343 2.826
H -6.090 -1.778 1.049
H 4.283 2.118 -2.022

Output
- 2S+1: 1
- Relative energy (zero: lowest compared OMol25 entry of this formula, charge and spin): 63.42 kcal per mole
- Electronic energy: -39357.3491 eV

***

3.
An isolated molecule of C15H19NO5, computed with ωB97M-V with the def2-TZVPD basis set.

Geometry (Å):
O -7.201 -0.471 1.246
O -3.435 0.987 -0.449
O -5.757 1.158 0.855
O 4.103 -0.075 -0.635
O 2.993 -1.988 -0.238
N -1.839 -0.624 -0.274
C -5.560 -0.868 -0.452
C 0.614 2.115 -0.766
C 2.998 -0.797 -0.439
C 6.003 0.407 1.608
C -4.136 -1.284 -0.058
C 5.820 -0.927 0.884
C -6.259 -0.049 0.635
C 7.192 1.209 1.092
C 5.350 -0.766 -0.561
C -0.645 0.098 -0.424
C 1.764 0.030 -0.511
C -3.115 -0.179 -0.282
C 0.544 -0.618 -0.367
C 1.801 1.407 -0.711
C -0.606 1.475 -0.626
H -6.163 -1.759 -0.624
H -1.523 2.038 -0.672
H 0.632 3.183 -0.921
H -1.698 -1.615 -0.123
H 7.324 2.109 1.687
H 6.148 0.204 2.671
H -5.529 -0.279 -1.372
H 5.091 0.998 1.504
H 0.547 -1.687 -0.210
H -4.112 -1.565 0.999
H 5.081 -1.530 1.415
H 8.105 0.621 1.154
H 5.237 -1.752 -1.024
H -4.948 1.323 0.310
H 6.762 -1.478 0.874
H 6.046 -0.161 -1.143
H 2.750 1.906 -0.822
H -3.843 -2.160 -0.641
H 7.044 1.510 0.058

Output
- 2S+1: 1
- Relative energy (zero: lowest compared OMol25 entry of this formula, charge and spin): 2.55 kcal per mole
- Electronic energy: -27592.7475 eV